[1]
Molecular formula: C4H12NO2
Method: DFT, the ωB97M-V functional and the def2-TZVPD basis

Each atom is followed by the atoms it is bonded to, with distances in Å.
Element x y z (Å)
1 C -0.55038 -0.05492 2.02856  C2 1.500, H6 1.099, H7 1.137, H8 1.132
2 C -1.04569 -0.56659 0.70868  C1 1.500, C3 1.393, N5 1.475
3 C -0.95784 -1.85599 0.18904  C2 1.393, H9 1.119, H10 1.146
4 C -1.12161 1.55411 -0.12876  N5 1.334, H11 1.063, H12 1.069
5 N -0.54240 0.36658 -0.31626  C2 1.475, C4 1.334, H13 1.091
6 H 0.52389 0.17497 2.00455  C1 1.099
7 H -0.78179 -0.80329 2.85325  C1 1.137
8 H -1.07439 0.89551 2.34873  C1 1.132
9 H -1.28353 -2.03492 -0.86624  C3 1.119
10 H -0.43639 -2.70912 0.74995  C3 1.146
11 H -0.53316 2.31583 -0.58005  C4 1.063
12 H -1.93703 1.69710 0.54754  C4 1.069
13 H 0.16052 0.25347 -1.14330  N5 1.091
14 H 3.09276 1.49789 0.49586  O16 0.960
15 H 3.10153 1.16311 -0.89121  O16 1.025
16 O 2.59197 0.88437 -0.04697  H14 0.960, H15 1.025
17 H 0.84156 -1.41192 -2.32102  O19 1.045
18 H -0.34665 -0.82790 -3.12574  O19 0.940
19 O 0.29864 -0.53829 -2.50661  H17 1.045, H18 0.940

Values from the calculation:
net charge = +1
energy = -9917.790 eV

=====

[2]
Molecular formula: C4H12NO2
Method: DFT, the ωB97M-V functional and the def2-TZVPD basis

Each atom is followed by the atoms it is bonded to, with distances in Å.
Element x y z (Å)
1 C -0.10617 -0.17200 2.03024  C2 1.514, H7 1.148, H8 1.116, H9 1.085
2 C -0.47594 0.04338 0.57800  C1 1.514, C3 1.624, N6 1.569, H10 1.162
3 C -0.46232 1.64573 0.31332  C2 1.624, C4 1.471, H11 1.021, H12 1.164
4 C -1.12795 1.94951 -0.96236  C3 1.471, O5 1.247, H13 1.082
5 O -1.57251 1.01121 -1.65357  C4 1.247
6 N 0.35311 -0.72555 -0.50966  C2 1.569, H14 1.102, H15 1.071, H16 1.033
7 H -0.42294 -1.16833 2.50462  C1 1.148
8 H 0.98791 -0.24447 2.24045  C1 1.116
9 H -0.71086 0.63344 2.43337  C1 1.085
10 H -1.58564 -0.23877 0.38070  C2 1.162
11 H -0.93886 2.11688 1.08388  C3 1.021
12 H 0.69108 1.69490 0.46084  C3 1.164
13 H -1.11854 2.82768 -1.59382  C4 1.082
14 H 0.91785 -1.66088 -0.36637  N6 1.102
15 H -0.29074 -0.52395 -1.34140  N6 1.071
16 H 0.95701 0.09078 -0.69882  N6 1.033
17 H 2.21518 -3.16742 0.75402  O19 0.958
18 H 3.32190 -2.43820 -0.23215  O19 0.986
19 O 2.38990 -2.71652 -0.07305  H17 0.958, H18 0.986

Values from the calculation:
net charge = +1
energy = -9919.176 eV

=====

[3]
Molecular formula: C4H12NO2
Method: DFT, the ωB97M-V functional and the def2-TZVPD basis

Each atom is followed by the atoms it is bonded to, with distances in Å.
Element x y z (Å)
1 C -0.94362 -0.41691 1.73666  C2 1.542, H6 1.106, H7 1.127, H8 1.108
2 C 0.09415 0.08217 0.71140  C1 1.542, C3 1.451, C4 1.467, N5 1.470
3 C 1.44097 0.26552 1.21992  C2 1.451, H9 1.085, H10 1.094
4 C -0.30562 1.13178 -0.23223  C2 1.467, N5 1.654, H11 1.082, H12 1.089
5 N -0.24437 -0.47825 -0.60520  C2 1.470, C4 1.654, H13 1.030
6 H -0.81339 0.12641 2.69083  C1 1.106
7 H -0.72651 -1.51105 1.90047  C1 1.127
8 H -1.88675 -0.34640 1.16001  C1 1.108
9 H 1.87042 -0.42053 1.94226  C3 1.085
10 H 1.83783 1.26399 1.42353  C3 1.094
11 H 0.49889 1.74460 -0.61699  C4 1.082
12 H -1.25700 1.61425 -0.01515  C4 1.089
13 H 0.63414 -0.53736 -1.13968  N5 1.030
14 H -1.85274 -0.15916 -1.15274  O16 0.980
15 H -3.39134 -0.49083 -1.46250  O16 0.959
16 O -2.75957 0.19956 -1.25177  H14 0.980, H15 0.959
17 H 3.15054 -1.25614 -1.45310  O19 0.963
18 H 2.37638 -0.54185 -0.23461  O19 0.960
19 O 2.69717 -0.46717 -1.13668  H17 0.963, H18 0.960

Values from the calculation:
net charge = +1
energy = -9915.043 eV

=====

[4]
Molecular formula: C4H12NO2S
Method: DFT, the ωB97M-V functional and the def2-TZVPD basis

Each atom is followed by the atoms it is bonded to, with distances in Å.
Element x y z (Å)
1 C -1.75478 0.95221 -0.54254  N2 1.455, H8 1.098, H9 1.090, H10 1.088
2 N -0.77782 -0.11083 -0.72530  C1 1.455, C3 1.467, H11 1.016
3 C 0.44507 -0.01849 0.08061  N2 1.467, C4 1.527, C6 1.532, H12 1.096
4 C 1.33026 -1.24726 -0.11756  C3 1.527, S5 1.837, H13 1.092, H14 1.085
5 S 2.91125 -1.10451 0.80769  C4 1.837
6 C 1.23625 1.28533 -0.06158  C3 1.532, O7 1.415, H16 1.085, H17 1.091
7 O 1.47080 1.89286 1.19437  C6 1.415, H15 0.974
8 H -2.41175 0.95193 -1.42282  C1 1.098
9 H -2.32495 0.79245 0.37253  C1 1.090
10 H -1.30291 1.94123 -0.56393  C1 1.088
11 H -0.62054 -0.28053 -1.71456  N2 1.016
12 H 0.09830 -0.05672 1.11950  C3 1.096
13 H 1.58641 -1.33026 -1.17614  C4 1.092
14 H 0.75846 -2.10157 0.23063  C4 1.085
15 H 2.13758 1.30470 1.59174  O7 0.974
16 H 2.19066 1.09323 -0.53988  C6 1.085
17 H 0.69891 2.01261 -0.67148  C6 1.091
18 H -1.74979 -1.69457 -0.00845  O20 0.987
19 H -1.83771 -1.93612 1.49385  O20 0.967
20 O -2.08372 -2.34571 0.65329  H18 0.987, H19 0.967

Values from the calculation:
net charge = -1
energy = -20763.849 eV

=====

[5]
Molecular formula: C4H12NO2S
Method: DFT, the ωB97M-V functional and the def2-TZVPD basis

Each atom is followed by the atoms it is bonded to, with distances in Å.
Element x y z (Å)
1 C 1.39060 -0.69136 0.43019  O2 1.370, C3 1.582, H8 1.114, H9 1.104
2 O 1.15632 -1.63499 1.39555  C1 1.370
3 C 0.07119 0.09739 0.05615  C1 1.582, C4 1.534, N7 1.479, H10 1.095
4 C -0.51695 -0.37333 -1.27988  C3 1.534, C5 1.534, H11 1.094, H12 1.102
5 C -0.77886 0.80214 -2.23054  C4 1.534, S6 1.786, H13 1.093, H14 1.093
6 S -2.11326 1.84569 -1.66515  C5 1.786, H15 1.350
7 N -0.95752 -0.02454 1.11162  C3 1.479, H16 1.018, H17 1.019
8 H 2.16236 0.03058 0.78140  C1 1.114
9 H 1.81309 -1.09439 -0.50686  C1 1.104
10 H 0.29324 1.16912 0.02484  C3 1.095
11 H -0.04558 -1.26488 -1.70383  C4 1.094
12 H -1.51869 -0.80662 -1.12478  C4 1.102
13 H -0.93890 0.41280 -3.23945  C5 1.093
14 H 0.10606 1.42928 -2.36917  C5 1.093
15 H -2.02290 1.56883 -0.34725  S6 1.350
16 H -1.21439 -1.00967 1.09922  N7 1.018
17 H -0.45178 0.03524 1.99468  N7 1.019
18 H 3.59984 -2.35187 2.86456  O20 0.963
19 H 2.30203 -1.56537 2.47371  O20 1.019
20 O 3.19332 -1.48381 2.96070  H18 0.963, H19 1.019

Values from the calculation:
net charge = -1
energy = -20763.198 eV

=====

[6]
Molecular formula: C4H12NO3
Method: DFT, the ωB97M-V functional and the def2-TZVPD basis

Each atom is followed by the atoms it is bonded to, with distances in Å.
Element x y z (Å)
1 C 0.17876 -0.84367 0.06341  C2 1.471, N5 1.493, H8 1.180, H9 1.118
2 C 0.57916 -1.51048 -1.18508  C1 1.471, C3 1.474, H10 1.089, H11 1.252
3 C 0.96516 -0.67001 -2.33312  C2 1.474, O4 1.470, H12 1.181, H13 1.165
4 O 1.86431 0.38179 -1.83774  C3 1.470, H14 0.977
5 N -1.29261 -0.61308 0.16672  C1 1.493, C6 1.541, H15 0.924
6 C -1.46421 0.20705 1.46037  N5 1.541, O7 1.317, H16 1.073, H17 1.137
7 O -0.37731 0.84191 1.84728  C6 1.317
8 H 0.41819 -1.40091 1.07613  C1 1.180
9 H 0.75356 0.11023 0.16250  C1 1.118
10 H 1.35303 -2.25205 -0.99487  C2 1.089
11 H -0.30909 -2.15318 -1.78942  C2 1.252
12 H 1.54629 -1.26734 -3.17047  C3 1.181
13 H 0.12869 -0.03530 -2.83740  C3 1.165
14 H 1.94778 0.32280 -0.86629  O4 0.977
15 H -1.74949 -0.27545 -0.56235  N5 0.924
16 H -2.27156 0.82765 1.12162  C6 1.073
17 H -1.74613 -0.64612 2.15628  C6 1.137
18 H -0.31103 2.23616 2.59068  O20 1.013
19 H 0.13670 3.53034 2.06294  O20 0.995
20 O -0.35021 3.20966 2.86881  H18 1.013, H19 0.995

Values from the calculation:
net charge = -1
energy = -11973.476 eV

=====

[7]
Molecular formula: C4H12NO3
Method: DFT, the ωB97M-V functional and the def2-TZVPD basis

Each atom is followed by the atoms it is bonded to, with distances in Å.
Element x y z (Å)
1 C -0.53391 -0.21740 1.88306  C2 1.491, H8 1.078, H9 1.088, H10 1.104
2 C -0.02799 0.77833 0.89461  C1 1.491, C3 1.588, N5 1.529, H11 1.106
3 C 1.26076 1.47953 1.50346  C2 1.588, O4 1.359, H12 1.144, H13 1.103
4 O 2.32714 1.53941 0.66339  C3 1.359, H14 0.971
5 N 0.40994 0.28290 -0.48384  C2 1.529, C6 1.530, H15 1.019
6 C 0.12532 -1.17824 -0.83682  N5 1.530, O7 1.368, H16 1.109, H17 1.079
7 O -1.12422 -1.26575 -1.38791  C6 1.368
8 H 0.08775 -1.09695 1.83977  C1 1.078
9 H -1.58093 -0.47661 1.74325  C1 1.088
10 H -0.42479 0.16808 2.91180  C1 1.104
11 H -0.79514 1.54557 0.67837  C2 1.106
12 H 0.84335 2.48570 1.85327  C3 1.144
13 H 1.59248 1.02887 2.45454  C3 1.103
14 H 2.02437 1.44986 -0.25492  O4 0.971
15 H -0.23886 0.69715 -1.15159  N5 1.019
16 H 0.83409 -1.42050 -1.65527  C6 1.109
17 H 0.21513 -1.72090 0.09189  C6 1.079
18 H -1.27792 -1.29505 -2.86496  O20 1.051
19 H -2.33752 -1.43292 -3.97256  O20 0.964
20 O -1.37907 -1.35107 -3.90953  H18 1.051, H19 0.964

Values from the calculation:
net charge = -1
energy = -11974.864 eV

=====

[8]
Molecular formula: C4H12NO3
Method: DFT, the ωB97M-V functional and the def2-TZVPD basis

Each atom is followed by the atoms it is bonded to, with distances in Å.
Element x y z (Å)
1 C 0.16887 -0.99937 -0.31602  C2 1.529, N5 1.475, H8 1.093, H9 1.108
2 C -1.28344 -0.54134 -0.44955  C1 1.529, C3 1.534, O4 1.395, H10 1.105
3 C -1.96183 -1.42436 -1.50467  C2 1.534, H11 1.107, H12 1.099, H13 1.088
4 O -1.44516 0.80106 -0.79467  C2 1.395, H14 0.981
5 N 0.86393 -0.74706 0.96063  C1 1.475, C6 1.547, H15 1.018
6 C 0.85390 0.59223 1.73462  N5 1.547, O7 1.306, H16 1.112, H17 1.098
7 O 0.59853 1.63374 0.98899  C6 1.306
8 H 0.83614 -0.74503 -1.14314  C1 1.093
9 H 0.16284 -2.10756 -0.30351  C1 1.108
10 H -1.89316 -0.74332 0.44999  C2 1.105
11 H -1.78453 -2.45689 -1.14689  C3 1.107
12 H -3.05823 -1.48643 -1.45256  C3 1.099
13 H -1.64213 -1.33478 -2.54093  C3 1.088
14 H -0.78285 1.32440 -0.29411  O4 0.981
15 H 1.83995 -1.02905 0.89892  N5 1.018
16 H 1.87388 0.59644 2.17797  C6 1.112
17 H 0.12593 0.42527 2.53894  C6 1.098
18 H 2.57774 2.44976 -0.52566  O20 0.968
19 H 1.57564 2.66764 0.58457  O20 1.023
20 O 2.37399 3.12467 0.13706  H18 0.968, H19 1.023

Values from the calculation:
net charge = 0
multiplicity = 2
energy = -11971.718 eV

=====

[9]
Molecular formula: C4H12NO3
Method: DFT, the ωB97M-V functional and the def2-TZVPD basis

Each atom is followed by the atoms it is bonded to, with distances in Å.
Element x y z (Å)
1 O 2.16279 -1.74063 -0.97212  C2 1.203
2 C 1.77682 -1.10974 -0.02373  O1 1.203, C3 1.546, H8 1.092
3 C 0.45741 -0.31151 -0.13204  C2 1.546, C4 1.564, N7 1.518, H9 1.143
4 C 0.41511 1.19675 0.27803  C3 1.564, C5 1.507, O6 1.444, H10 1.101
5 C -0.93540 1.61317 0.80263  C4 1.507, H11 1.101, H12 1.092, H13 1.118
6 O 0.66184 1.97067 -0.91536  C4 1.444, H14 0.960
7 N 0.10714 -0.35057 -1.60881  C3 1.518, H15 1.017, H16 1.029, H17 1.034
8 H 2.29029 -1.25665 0.92835  C2 1.092
9 H -0.31170 -0.92155 0.45255  C3 1.143
10 H 1.22563 1.53835 0.93996  C4 1.101
11 H -1.00827 2.44058 1.52477  C5 1.101
12 H -1.63669 1.80841 -0.01200  C5 1.092
13 H -1.45592 0.82744 1.40369  C5 1.118
14 H 0.18517 2.80242 -0.86546  O6 0.960
15 H -0.86301 -0.59776 -1.79026  N7 1.017
16 H 0.79380 -0.93685 -2.10205  N7 1.029
17 H 0.27532 0.60451 -1.96698  N7 1.034
18 H -1.99444 -2.75810 0.83983  O20 0.961
19 H -0.83818 -2.60634 1.98700  O20 0.972
20 O -1.30770 -2.21260 1.23199  H18 0.961, H19 0.972

Values from the calculation:
net charge = +1
energy = -11967.978 eV

=====

[10]
Molecular formula: C4H12NO3
Method: DFT, the ωB97M-V functional and the def2-TZVPD basis

Each atom is followed by the atoms it is bonded to, with distances in Å.
Element x y z (Å)
1 O -1.37456 -1.14680 1.96000  C2 1.194
2 C -1.24290 -1.29772 0.78276  O1 1.194, C3 1.559, H8 1.102
3 C 0.04529 -0.76932 0.08126  C2 1.559, C4 1.554, N7 1.519, H9 1.089
4 C 0.57776 0.55138 0.70257  C3 1.554, C5 1.511, O6 1.429, H10 1.084
5 C 0.71224 1.57758 -0.39871  C4 1.511, H11 1.095, H12 1.091, H13 1.085
6 O 1.81808 0.21542 1.32655  C4 1.429, H14 0.948
7 N 1.18583 -1.76977 0.00930  C3 1.519, H15 1.019, H16 1.014, H17 1.037
8 H -2.00138 -1.71159 0.09940  C2 1.102
9 H -0.21697 -0.58223 -0.95928  C3 1.089
10 H -0.08015 0.84953 1.51045  C4 1.084
11 H 0.71789 2.58637 0.02809  C5 1.095
12 H 1.64638 1.57705 -0.96281  C5 1.091
13 H -0.15781 1.58448 -1.04723  C5 1.085
14 H 2.36918 0.98645 1.33271  O6 0.948
15 H 1.20004 -2.14460 -0.93813  N7 1.019
16 H 1.13538 -2.57556 0.62252  N7 1.014
17 H 2.06968 -1.25115 0.16834  N7 1.037
18 H -2.81120 1.85171 -1.70050  O20 0.968
19 H -3.11004 0.38083 -1.41264  O20 0.968
20 O -2.48276 1.08795 -1.20464  H18 0.968, H19 0.968

Values from the calculation:
net charge = +1
energy = -11967.735 eV